Molecular formula: C16H32Cl3NO13
Method: DFT, ωB97M-V/def2-TZVPD

Structure (XYZ):
```
65
Properties=species:S:1:pos:R:3:forces:R:3
C -1.553237 1.894141 2.284054 0.1 -0.6 -0.4
C -2.887647 1.539631 1.610134 0.2 1.1 -1.6
C -2.759857 1.729091 0.055624 1.6 -1.2 -0.3
C -3.745307 1.107631 -0.905546 -0.5 -1.3 0.1
C -3.897937 -0.428029 -0.578216 0.2 1.5 0.7
C -4.293497 -0.733519 0.939694 1.1 0.0 -2.8
N -3.330447 0.108721 1.916424 -3.0 -0.7 7.7
O -3.452147 -0.193199 3.267694 1.3 1.6 -9.0
C -4.099907 -2.245589 1.117634 -0.2 1.4 1.3
C -5.736537 -0.276799 1.162334 -0.6 0.0 1.5
C -4.015157 2.472251 2.077024 -0.8 -0.1 0.8
H -1.577037 1.853701 3.373044 0.0 -0.3 -0.2
H -1.195497 2.885921 2.007494 -0.6 0.1 -0.2
H -0.812637 1.239881 1.824104 0.3 -0.3 0.6
H -1.852447 1.195731 -0.227616 0.5 0.0 0.3
H -2.504347 2.747561 -0.236846 -0.4 0.3 0.7
H -3.313387 1.099351 -1.906286 0.2 0.3 0.0
H -4.666577 1.675311 -1.036326 -0.4 -0.3 0.4
H -2.974217 -0.939829 -0.848226 0.4 0.2 0.5
H -4.589547 -0.887689 -1.284246 -0.6 0.0 0.5
H -4.547307 -2.419239 2.096304 0.2 -0.9 0.0
H -3.038827 -2.493799 1.093304 -0.1 -0.2 -0.1
H -4.670247 -2.703399 0.309404 0.1 -0.2 0.2
H -5.915037 0.013751 2.197624 0.3 0.4 0.1
H -6.427047 -1.119649 1.132284 0.3 -0.4 -0.6
H -6.127777 0.506641 0.513294 0.5 -0.1 -0.1
H -4.142267 2.361441 3.153904 -0.2 -0.1 0.0
H -4.958407 2.317231 1.553244 0.0 -0.3 0.1
H -3.793267 3.525201 1.903334 0.7 -0.2 -0.2
Cl 0.476293 -1.922849 0.877714 -0.2 -2.2 1.4
O -0.532967 -1.584039 -0.088806 -0.6 0.5 0.1
O 1.740103 -1.999689 0.310154 4.0 0.9 -3.5
O 0.595653 -1.002229 1.940224 -1.2 2.7 1.3
O 0.295853 -3.206819 1.434304 -2.1 -1.6 0.5
C 5.646673 0.460481 -2.851946 -1.4 0.3 0.9
C 4.478143 -0.216029 -2.577636 0.6 0.7 1.9
C 3.690553 -0.894939 -3.605946 -1.1 -2.1 -1.7
O 2.668793 -1.594459 -3.367006 3.0 2.1 -0.4
C 4.335543 -0.773749 -4.930686 0.3 -0.1 -0.2
C 5.510603 -0.134159 -5.188696 -1.8 0.4 -0.1
C 6.212563 0.731021 -4.202276 -0.7 -1.4 2.6
O 7.154863 1.468821 -4.386916 -0.5 -0.3 -0.9
O 5.922303 -0.065539 -6.431336 0.5 -0.2 -1.1
O 3.978453 -0.332879 -1.309116 1.5 1.0 -0.9
H 6.096373 0.999791 -2.031386 0.2 -0.1 0.1
H 3.902343 -1.222049 -5.812596 -0.4 -0.2 0.2
H 6.685623 0.516351 -6.449796 0.5 0.3 -0.2
H 3.150073 -0.817439 -1.284566 -0.6 -0.6 -0.3
O 3.395073 -4.854989 1.652774 0.1 -0.3 0.0
H 4.067793 -4.569939 2.271174 0.1 0.0 0.2
H 3.072493 -4.044539 1.258634 -0.4 0.3 -0.2
O 3.794303 0.918991 1.559334 0.4 0.1 0.6
H 3.509253 1.285591 0.722334 -0.3 0.2 -0.1
H 3.668333 -0.024999 1.463224 0.0 -0.3 -0.1
O 1.519713 1.481701 -0.017026 -0.1 0.5 -0.1
H 1.841803 1.433131 -0.917106 -0.1 0.0 -0.4
H 1.458103 0.569191 0.265384 -0.1 -0.5 0.3
O 0.158423 -0.761789 -3.023796 -0.5 0.5 -0.2
H -0.489247 -1.342489 -2.624386 -0.1 -0.1 0.3
H 0.934183 -1.310599 -3.138906 0.3 -0.2 0.0
C 1.742843 1.335441 4.405084 -0.5 -0.6 -0.8
Cl 1.407873 2.848121 3.569634 -0.2 0.4 0.1
Cl 0.350833 0.693471 5.336424 0.3 0.5 0.3
H 1.795593 0.586411 3.614974 0.8 0.2 0.2
H 2.642323 1.515221 4.993914 -0.4 -0.5 0.1
```
Positions in Å, forces in eV/Å.

Properties
electronic energy	-82772.1701	eV
largest force on an atom	0.1801	Eh/bohr
molar mass	552.8	g mol⁻¹
LUMO level	-4.59	eV

Results of the Löwdin charge analysis, in e, for atoms 1 through 4: -0.042, -0.420, -0.129, -0.166